Molecular formula: C23H41BNO36S8
Method: DFT, ωB97M-V/def2-TZVPD

The LUMO energy comes out at -4.44 eV. For the molecular weight, the calculation gives 1174.9 g mol⁻¹. Its net charge is +1.

Atoms and positions in Å:
C  -0.762  -3.940  1.796
O  -4.997  5.859  -4.096
H  -0.013  -0.012  -1.183
H  -4.975  3.873  -4.656
O  -4.902  0.362  -0.577
S  4.117  -3.262  1.185
H  -0.333  5.736  -2.802
H  -2.828  -4.289  1.231
O  8.299  -5.124  0.173
O  -3.008  -6.917  8.461
O  1.164  -6.383  2.803
O  -2.619  -3.585  3.160
O  0.440  8.226  -6.238
S  2.127  -7.250  3.381
O  -6.565  4.809  -2.612
O  -2.836  -1.218  2.527
H  -3.189  8.390  -7.467
H  -3.794  0.507  1.914
O  2.760  -6.941  4.607
C  0.547  1.284  0.404
O  5.112  -3.501  -0.033
O  -6.821  10.479  -7.820
H  6.953  -2.786  1.881
C  2.017  1.309  0.115
C  -5.628  4.743  -4.749
O  2.669  2.282  0.370
H  7.001  -2.784  -0.546
H  2.134  -0.587  -0.174
C  -1.685  0.628  -0.033
N  -2.140  1.356  0.986
H  -4.698  9.055  -5.672
O  -5.846  7.122  -2.182
H  2.118  -10.587  2.760
H  -4.502  3.322  -0.707
O  4.046  -4.448  1.953
C  2.068  -9.553  2.430
H  1.408  -9.477  1.563
C  -3.500  9.426  -7.440
H  -3.713  2.262  1.990
O  10.638  -4.873  0.668
S  -1.919  -2.161  3.075
C  3.432  -8.963  2.146
C  -3.570  1.404  1.345
C  0.073  2.041  1.452
O  9.352  -2.942  -0.148
O  -1.891  -5.907  6.510
H  6.691  -1.069  1.501
H  -2.185  -5.471  2.395
C  -4.063  9.837  -6.096
H  -5.785  4.970  -5.799
C  6.089  -2.442  -0.073
H  -2.392  0.060  -0.618
H  9.708  -4.712  2.500
O  -4.585  9.639  -8.356
C  6.299  -2.074  1.376
S  -5.358  5.847  -2.542
H  -2.668  10.068  -7.738
H  -1.391  8.190  -2.441
O  -0.855  -2.502  1.944
O  2.939  -2.612  0.710
C  8.712  -6.090  1.153
C  -0.951  -4.203  7.787
H  -7.677  5.283  -4.283
H  -2.336  7.009  -3.378
O  -1.289  8.365  -4.509
C  -0.197  6.640  -3.389
O  2.560  0.232  -0.467
S  9.573  -4.326  -0.388
H  0.766  2.624  2.036
O  1.539  -8.733  3.481
C  -6.922  4.555  -3.984
O  -1.247  -1.914  4.297
O  -1.234  -5.249  8.726
B  -4.572  1.529  0.090
C  -1.884  -4.479  6.627
H  -0.423  -4.189  0.796
O  4.984  -2.169  1.959
H  5.669  -1.610  -0.642
H  -1.543  -4.030  5.700
O  9.906  -4.820  -1.669
C  -2.163  -4.431  2.085
C  -1.259  2.051  1.726
C  -1.396  7.561  -3.326
H  -2.901  -4.145  6.844
H  -1.631  2.629  2.553
S  -5.465  10.888  -7.874
H  -5.853  0.213  -0.504
H  4.167  -9.273  2.892
O  -1.678  6.966  -6.496
C  9.956  -5.488  1.772
H  0.096  -4.280  7.487
S  -1.728  -6.570  7.963
H  0.717  7.147  -3.073
S  -0.638  7.496  -5.689
O  3.233  -7.546  2.263
H  7.916  -6.246  1.876
H  -1.128  -3.235  8.246
H  -0.045  -4.317  2.525
H  8.931  -7.029  0.640
O  -5.129  2.708  -0.300
O  -0.077  6.304  -4.779
O  -5.063  12.048  -8.578
O  -4.286  5.225  -1.830
O  -0.669  -7.507  7.905
H  -7.324  3.551  -4.081
H  3.797  -9.204  1.152
H  10.599  -6.230  2.236
O  -4.879  10.979  -6.383
C  -0.360  0.572  -0.348
H  -3.289  10.104  -5.383

Atomic forces in eV per Å
C 0.4 -0.4 0.3
O -0.2 0.1 0.2
H -0.2 -0.2 -0.2
H 0.0 0.0 0.0
O -0.1 0.1 1.1
S 0.7 0.3 -0.1
H 0.0 -0.1 -0.2
H 0.0 0.0 0.0
O 0.1 0.3 0.2
O 0.0 -0.1 0.1
O -0.3 0.3 0.0
O 0.2 0.2 0.1
O -0.1 0.1 -0.2
S 0.6 -0.5 -0.2
O 0.4 -0.1 0.0
O 0.1 0.2 0.1
H -0.2 -0.1 -0.2
H 0.0 -0.1 0.0
O -0.2 0.2 0.1
C 0.1 -0.1 0.0
O 0.0 -0.1 0.3
O -0.1 0.0 -0.1
H 0.0 0.0 0.0
C 0.9 0.3 0.0
C 0.1 -0.4 0.0
O -0.3 -0.1 -0.1
H -0.1 -0.2 0.0
H 0.1 -0.3 -0.1
C -0.7 -0.6 -0.5
N 0.3 0.3 0.4
H 0.0 0.0 0.0
O 0.3 0.2 0.2
H -0.1 0.1 0.2
H -0.3 0.6 0.2
O -0.3 -0.1 -0.1
C -0.1 -0.1 -0.4
H 0.0 0.0 0.0
C 0.3 0.3 -0.1
H 0.1 0.1 0.1
O -0.2 -0.2 -0.2
S 0.2 -0.8 -0.2
C 0.2 -0.2 0.3
C -0.2 0.2 -0.3
C 0.5 0.2 0.1
O -0.2 0.1 -0.2
O 0.3 0.0 0.1
H -0.2 0.1 0.1
H 0.0 0.1 0.2
C -0.1 -0.3 0.1
H 0.1 0.2 0.0
C 0.0 0.5 -0.3
H -0.4 0.1 0.1
H 0.0 0.0 0.0
O -0.2 0.0 0.3
C 0.4 -0.3 0.1
S -0.5 -0.3 -0.5
H 0.0 0.0 0.0
H 0.0 0.2 -0.1
O -0.4 0.1 -0.2
O -0.4 0.0 0.1
C 0.1 -0.4 0.0
C 0.3 0.0 -0.2
H 0.0 0.0 0.0
H 0.0 -0.1 0.1
O 0.4 0.0 -0.1
C 0.2 0.2 0.2
O -0.2 0.0 0.2
S 0.1 -0.4 0.4
H 0.0 0.1 0.1
O 0.1 0.2 0.0
C -0.2 0.2 -0.3
O -0.2 0.3 0.2
O -0.3 -0.1 -0.1
B -0.1 -0.3 -0.5
C -0.3 0.2 0.1
H 0.0 0.2 -0.1
O -0.2 0.0 -0.2
H 0.0 0.0 0.0
H 0.1 -0.2 -0.1
O 0.1 0.2 -0.2
C -0.1 0.0 -0.5
C -0.3 0.2 0.3
C -0.4 -0.3 0.1
H 0.0 0.0 0.0
H -0.3 0.0 0.1
S 0.3 -0.2 0.1
H -0.1 -0.1 -0.7
H 0.0 0.0 0.0
O 0.0 -0.1 -0.2
C -0.2 0.2 0.3
H 0.0 0.0 0.0
S 0.0 0.4 -0.1
H 0.0 0.0 0.0
S 0.1 -0.1 0.5
O -0.3 -0.1 -0.1
H -0.1 0.2 -0.1
H -0.1 -0.1 0.2
H 0.0 0.0 -0.1
H 0.0 0.0 0.0
O 0.4 -0.3 -0.1
O -0.3 0.1 0.0
O -0.1 0.1 0.0
O 0.1 0.0 0.3
O 0.0 -0.2 0.0
H 0.0 0.0 0.2
H 0.0 0.2 -0.1
H 0.2 0.0 -0.2
O 0.1 0.0 -0.2
C 0.6 -0.1 -0.2
H 0.0 0.2 0.0



Molecular formula: C18H23BCl2F3N4O4PdS
Method: DFT, ωB97M-V/def2-TZVPD

The LUMO energy comes out at 2.68 eV. For the energy relative to the best compared isomer or geometry (same formula, charge and spin), the calculation gives 14.9 kcal per mole. For the molecular weight, the calculation gives 636.6 g mol⁻¹. Its net charge is -1.

Atoms and positions in Å:
H  4.328  2.287  -1.239
N  1.732  3.602  -1.176
C  0.315  5.380  -0.414
F  -2.130  -0.048  2.272
H  -0.880  -3.715  2.304
H  2.460  5.427  -0.611
C  -0.299  -4.028  1.439
C  4.380  0.982  1.898
C  1.555  4.838  -0.735
C  4.056  1.680  -0.387
B  -1.069  -0.877  0.023
C  3.280  0.134  1.781
C  0.625  2.863  -1.339
H  -1.775  4.835  -0.303
C  2.962  0.837  -0.487
H  0.398  -2.665  -1.658
Cl  -6.287  -0.020  -2.181
H  0.393  -4.393  -1.217
H  1.717  -0.601  0.516
C  -2.998  -3.164  0.867
Cl  -3.711  1.378  -1.873
H  -3.976  -2.887  0.473
F  -3.255  1.494  1.276
H  0.209  6.386  -0.038
H  -1.660  -3.596  -2.281
O  1.671  -0.617  -2.188
C  -1.963  -2.964  -0.235
Pd  -0.841  1.064  -0.183
H  -3.035  -4.205  1.197
H  -2.143  -4.902  -1.179
H  5.629  2.403  0.880
C  -5.454  1.527  -1.873
H  5.600  1.902  3.235
C  0.504  -3.374  -0.837
H  -2.782  -2.522  1.722
H  0.755  -4.043  1.719
H  -0.593  -5.043  1.160
C  2.573  0.058  0.594
N  5.116  1.029  3.093
N  -0.645  3.304  -1.045
H  -3.329  -3.699  -1.712
H  -5.769  1.874  -0.896
H  -5.755  2.214  -2.656
F  -1.424  1.993  2.314
O  -0.230  -1.733  0.726
C  -0.495  -3.074  0.275
O  -2.048  -1.589  -0.646
C  4.769  1.747  0.799
H  4.572  0.785  3.907
S  2.034  0.763  -1.992
N  0.636  1.549  -1.723
H  1.512  -3.257  -0.438
C  -1.964  1.044  1.450
C  -2.287  -3.847  -1.427
O  2.812  1.423  -3.009
H  2.971  -0.468  2.629
C  -0.769  4.528  -0.570

Atomic forces in eV per Å
H 0.0 0.0 0.0
N 0.0 0.2 -0.1
C 0.1 -0.1 -0.1
F 0.0 0.0 -0.1
H 0.0 0.0 0.0
H 0.0 0.0 0.0
C 0.0 0.0 0.0
C 0.0 0.0 0.0
C -0.1 0.0 0.0
C 0.0 0.0 0.0
B 0.4 -0.2 -0.2
C 0.0 0.0 0.0
C -0.3 -0.3 -0.1
H 0.0 0.0 0.0
C 0.0 0.0 0.0
H 0.0 0.0 0.0
Cl 0.0 0.0 0.0
H 0.0 0.0 0.0
H 0.0 0.0 0.0
C 0.0 0.0 0.0
Cl 0.1 0.0 -0.1
H 0.0 0.0 0.0
F 0.0 0.0 -0.1
H 0.0 0.0 0.0
H 0.0 0.0 0.0
O 0.0 0.0 0.0
C 0.0 -0.1 0.0
Pd -0.3 0.0 -0.2
H 0.0 0.0 0.0
H 0.0 0.0 0.0
H 0.0 0.0 0.0
C 0.0 0.0 0.0
H 0.0 0.0 0.0
C -0.1 0.0 0.0
H 0.0 0.0 0.0
H 0.0 0.0 0.0
H 0.0 0.0 0.0
C 0.0 0.0 0.0
N 0.0 0.0 0.0
N 0.7 -0.4 0.2
H 0.0 0.0 0.0
H 0.0 0.0 0.0
H 0.0 0.0 0.0
F 0.0 0.0 -0.1
O 0.0 0.1 0.0
C 0.0 -0.1 0.0
O 0.0 0.1 0.0
C 0.0 0.0 0.0
H 0.0 0.0 0.0
S -0.2 0.1 -0.1
N -0.1 0.4 0.4
H 0.0 0.0 0.0
C -0.3 0.3 0.5
C 0.0 0.0 0.0
O 0.0 0.0 0.0
H 0.0 0.0 0.0
C 0.1 0.1 0.0



Molecular formula: C30H33BO2S
Method: DFT, ωB97M-V/def2-TZVPD

The LUMO energy comes out at 0.20 eV. For the energy relative to the best compared isomer or geometry (same formula, charge and spin), the calculation gives 0.0 kcal per mole. For the molecular weight, the calculation gives 468.5 g mol⁻¹. Its net charge is 0.

Atoms and positions in Å:
C  -0.327  4.629  1.158
C  1.048  2.934  0.073
C  1.146  3.784  -1.052
S  2.800  1.227  -1.223
C  -1.909  2.852  -2.130
C  2.212  1.040  1.275
C  -0.319  -4.952  1.060
H  2.337  -3.384  -0.761
C  -1.163  2.540  -3.264
H  1.613  -1.759  -0.877
H  3.826  -0.385  1.831
C  0.505  5.022  -1.088
C  -3.703  0.761  3.420
H  4.946  -1.021  -1.557
H  0.419  2.862  2.161
C  -1.870  2.031  -1.008
C  0.638  -2.710  1.496
O  -0.800  -2.499  -1.580
H  -0.913  1.612  1.643
H  -1.240  3.161  -4.154
H  0.561  5.651  -1.982
C  0.078  -4.706  -1.744
C  -0.245  -3.524  0.549
H  1.755  -2.765  -2.329
C  1.741  1.662  0.120
H  0.913  -5.359  -1.455
H  0.138  -4.537  -2.829
H  -2.520  3.761  -2.106
H  -2.438  2.308  -0.118
C  -1.791  1.061  1.968
H  -3.635  -1.611  0.980
H  -2.242  2.354  3.632
C  -3.306  -0.768  1.580
C  -4.070  -0.359  2.668
H  1.768  1.199  2.250
H  0.679  -1.657  1.198
H  -0.918  4.946  2.020
C  0.173  -3.383  -0.995
H  -4.984  -0.909  2.896
H  -2.394  -0.967  -0.708
H  0.370  1.237  -4.045
C  -0.315  0.597  -2.120
H  0.694  -5.387  1.063
C  -1.536  -0.316  -0.130
C  -2.543  1.468  3.069
B  -1.565  -2.142  -0.496
C  3.829  0.257  -0.242
C  -2.182  -0.025  1.171
C  -1.186  0.790  -1.034
H  -0.702  -4.973  2.088
H  1.654  -3.101  1.557
H  -4.337  1.092  4.250
H  -0.868  -5.225  -1.550
C  1.548  -2.789  -1.246
O  -1.583  -2.957  0.615
H  5.727  -0.724  0.016
H  -0.966  -5.603  0.458
H  0.199  -2.744  2.505
H  1.703  3.460  -1.939
C  0.381  3.430  1.224
H  -0.739  6.402  -0.003
C  3.330  0.187  1.055
C  -0.304  1.446  -3.216
C  -0.248  5.436  0.021
C  5.114  -0.263  -0.776
H  5.685  0.568  -1.224
H  0.331  -0.263  -2.091

Atomic forces in eV per Å
C 0.4 -0.1 0.1
C -0.6 1.4 0.2
C -0.4 -0.2 -0.1
S -0.2 0.1 0.6
C 0.1 0.2 0.2
C -0.6 -0.3 -1.1
C 0.2 -0.5 -0.1
H -0.3 0.2 -0.1
C 0.0 0.0 0.1
H 0.0 -0.2 0.0
H 0.0 0.1 0.0
C -0.2 -0.2 0.6
C 0.1 0.2 0.0
H 0.1 0.2 0.2
H -0.1 0.3 -0.5
C -0.4 -0.5 0.1
C -0.3 0.4 0.2
O -0.9 0.0 0.5
H -0.4 -0.1 0.2
H 0.1 -0.1 0.2
H 0.1 -0.3 0.4
C 0.0 -0.4 -0.2
C 0.4 -0.3 0.1
H -0.2 -0.1 0.4
C 2.3 -0.4 0.8
H -0.3 0.0 -0.1
H 0.1 0.1 0.3
H 0.2 -0.4 0.0
H 0.0 -0.1 -0.4
C 0.1 -0.2 -0.3
H -0.1 0.1 0.1
H -0.1 -0.3 -0.1
C 0.0 0.7 0.2
C 0.2 -0.1 0.0
H 0.1 0.0 -0.1
H 0.0 -0.2 0.0
H 0.3 0.0 -0.2
C 0.2 -1.1 -0.2
H 0.3 0.2 0.1
H -0.8 0.8 -0.2
H -0.2 0.0 0.1
C -0.4 -0.2 0.4
H -0.3 0.1 0.0
C -0.5 -3.0 0.6
C -0.3 -0.4 0.0
B 2.9 3.6 1.3
C -0.9 0.2 1.4
C -0.8 -0.2 0.0
C -0.3 0.7 -1.4
H 0.1 0.2 -0.2
H 0.0 -0.1 -0.1
H 0.3 -0.1 -0.3
H 0.2 0.1 -0.1
C 0.3 0.3 0.1
O -0.3 0.1 -1.0
H -0.3 0.2 -0.3
H 0.2 0.3 0.2
H 0.1 0.0 -0.3
H -0.2 0.1 0.4
C 0.0 0.0 -0.7
H -0.1 -0.1 0.0
C 0.6 0.3 -1.0
C 0.1 0.2 -0.2
C 0.2 -0.2 -0.4
C 0.3 -0.4 -0.4
H -0.1 -0.4 0.2
H 0.0 -0.2 -0.2



Molecular formula: H6OP4
Method: DFT, ωB97M-V/def2-TZVPD

The LUMO energy (spin up / spin down) comes out at -1.71 / -1.71 eV. For the energy relative to the best compared isomer or geometry (same formula, charge and spin), the calculation gives 56.0 kcal per mole. For the molecular weight, the calculation gives 145.9 g mol⁻¹. Its net charge is 0.

Atoms and positions in Å:
H  1.302  0.912  -1.550
H  -2.049  -0.677  1.577
P  0.196  1.310  -0.974
P  -0.524  -0.679  -0.861
P  1.975  -0.540  1.554
H  1.828  0.979  1.304
O  0.592  -1.144  1.218
H  2.862  -0.760  0.337
P  -2.500  -0.492  0.092
H  -0.442  1.570  -2.125
H  -2.773  -2.000  -0.020

Atomic forces in eV per Å
H 2.4 -0.8 -1.4
H -0.4 0.4 -2.2
P -1.1 1.6 3.3
P 0.7 -2.0 2.2
P 1.8 1.8 -0.7
H 0.2 -1.5 0.1
O -2.3 0.0 -2.6
H -0.9 0.3 1.0
P 0.2 -2.1 1.8
H -1.1 0.2 -1.6
H 0.4 2.0 0.0